Record 1
A 2-piece molecular cluster, CH5FN2 overall at a distorted geometry, computed with ωB97M-V with the def2-TZVPD basis set.

```
9
Properties=species:S:1:pos:R:3:forces:R:3
C 1.9408 0.2582 -0.4527 -0.0129 1.3788 0.4160
N -2.4343 -0.3311 0.3543 -2.7318 -1.7981 3.2874
N -1.7541 0.2474 -0.3999 0.9375 0.6658 -1.1973
F 2.0357 0.4377 0.9065 0.6002 0.1295 1.8249
H 2.9866 0.3016 -0.8429 -0.9000 0.7134 -0.2184
H 1.1992 1.1592 -0.6614 1.4003 -2.5454 -1.0320
H -2.3835 -0.2341 1.4988 0.0428 -0.1881 -2.3122
H -3.3023 -1.0314 0.1058 1.7873 1.3339 0.2118
H 1.7119 -0.8074 -0.5085 -1.1234 0.3102 -0.9801
```
Positions in Å, forces in eV/Å.

**Relative energy (zero: lowest compared OMol25 entry of this formula, charge and spin)**: 3.553 eV


Record 2
C59H138N8O11Y as an isolated structure at a distorted geometry, computed with ωB97M-V with the def2-TZVPD basis set.

```
217
Properties=species:S:1:pos:R:3:forces:R:3
Y 7.5049 -1.9265 -2.8850 0.1336 0.0361 0.0159
C 4.2180 -7.3014 -4.5521 0.2083 0.2850 0.4803
C 5.6980 -7.3516 -3.9907 0.4382 1.5734 -0.9563
C 6.5918 -8.3999 -4.6626 0.1081 0.2548 0.5168
O 6.2251 -6.0406 -4.0512 -0.8007 -1.5211 0.1549
H 4.2377 -6.8804 -5.5573 -0.1274 -0.0922 0.0605
H 3.6115 -6.6894 -3.8845 0.2227 0.4641 -0.1741
H 3.6786 -8.2480 -4.5216 0.5550 -0.3987 -0.2674
H 5.5410 -7.6290 -2.9483 0.0700 -0.0234 0.6449
H 6.1386 -9.3855 -4.5564 -0.1285 -0.0176 -0.4883
H 7.5599 -8.4912 -4.1701 0.0074 0.2626 0.2862
H 6.8384 -8.1150 -5.6854 -0.4339 -0.2217 -0.1528
C 0.9962 -1.5684 -1.4999 0.8397 0.6604 0.4868
C 2.0529 -0.4325 -1.2972 0.3949 -1.5073 -2.3908
C 2.2100 -0.0188 0.1097 0.2230 0.6079 2.5638
O 3.3402 -0.7035 -1.7504 -0.6179 -0.1031 0.3353
H 0.0235 -1.0936 -1.3708 -0.1689 -0.2272 0.0222
H 1.1306 -2.3399 -0.7417 -0.0777 -0.1315 -0.0424
H 1.0524 -2.0143 -2.4929 0.1044 0.1291 0.0402
H 1.6336 0.4224 -1.8276 0.0964 0.6032 -0.3034
H 2.7764 -0.7221 0.7203 0.0129 -0.4042 -0.2699
H 1.2415 0.0648 0.6026 -0.2519 0.0914 -0.1083
H 2.7315 0.9272 0.2552 -0.0822 0.1112 -0.3954
C 6.8511 3.4627 -4.1095 -0.2702 0.0608 -0.5513
O 7.8471 2.4610 -3.9127 -0.0494 0.1634 0.4191
H 7.1989 4.0900 -4.9303 -0.3633 0.2677 -0.0624
H 5.9051 2.9995 -4.3898 0.1496 -0.0770 0.0439
H 6.6924 4.0776 -3.2237 0.0078 -0.0484 0.1028
H 8.6009 3.0176 -3.7042 0.5318 -0.5014 0.0902
C -9.3869 -1.7424 -1.8733 -0.2348 0.0393 0.4950
C -9.4974 -1.4534 -3.3801 0.3325 1.2657 0.9624
C -8.1437 -0.8962 -3.8615 -0.4042 -0.6873 0.2703
O -7.1241 -1.8320 -3.5502 -0.7211 0.0722 0.2848
C -5.8873 -1.6247 -4.1466 0.3986 -0.6752 -0.3040
N -10.1166 -2.5510 -4.0745 0.6442 -0.3063 -0.5474
H -10.2694 -2.2532 -1.4882 -0.3043 0.0063 -0.2411
H -9.3296 -0.8363 -1.2701 0.3139 0.1568 -0.0671
H -8.5628 -2.4043 -1.6071 0.2078 0.1569 -0.2580
H -10.1535 -0.5943 -3.5198 -0.2546 0.1509 0.1612
H -8.0348 0.0326 -3.3015 0.3727 0.1821 0.2042
H -8.1263 -0.6113 -4.9134 -0.0983 -0.3119 -0.3042
H -6.0137 -1.4548 -5.2158 0.1989 0.3175 -0.1689
H -5.3378 -2.5592 -4.0335 0.0386 -0.0718 -0.0439
H -5.2653 -0.8652 -3.6729 -0.2139 0.4712 -0.0063
H -9.4199 -3.2814 -4.1109 0.0415 -0.4690 -0.2019
H -10.8181 -2.8836 -3.4285 -0.3127 -0.2908 -0.2321
C 7.7378 0.8339 1.3114 -0.0815 -0.5708 0.0157
C 8.6736 -0.3671 1.4415 -0.9735 -2.0617 -0.3408
C 7.9870 -1.6903 1.9574 0.3137 1.1578 0.0435
O 7.2094 -2.3508 0.9597 -0.3021 0.7109 -0.6097
C 6.4185 -3.4220 1.4716 1.0412 -0.3996 1.0249
N 9.2431 -0.6986 0.1145 0.7009 1.2126 -0.7533
H 7.0443 0.8886 2.1505 0.3048 0.1792 0.2244
H 7.0864 0.7160 0.4454 0.1369 -0.0026 -0.2206
H 8.3093 1.7574 1.2178 -0.1437 0.0445 0.0354
H 9.5234 -0.1598 2.0920 -0.3020 0.1010 0.4989
H 7.4021 -1.3699 2.8195 -0.4594 -0.3338 0.0795
H 8.7825 -2.3304 2.3391 0.0297 -0.4119 -0.1133
H 7.1362 -4.1234 1.8972 -0.1018 -0.3166 0.3556
H 5.8615 -4.0151 0.7462 0.0679 0.7645 -0.5195
H 5.7577 -3.0910 2.2728 -0.1451 0.1322 -0.0874
H 9.7329 0.1693 -0.0494 -0.3385 0.9361 -1.1421
H 10.1191 -1.1937 0.2020 -0.1040 -1.3609 0.4902
C 10.6278 -1.6992 -8.2517 -0.2320 0.0321 0.7644
C 9.5285 -1.4646 -7.1978 -0.2122 0.0980 -2.2084
C 8.1966 -2.0569 -7.6789 0.0143 1.0705 0.8247
O 7.2571 -1.5476 -6.7616 -1.1874 0.3336 1.2003
C 5.9312 -1.5114 -7.2644 -0.1124 -0.1298 -0.2436
N 9.8695 -1.8966 -5.8727 0.1537 -0.5997 1.0126
H 10.3059 -1.2838 -9.2067 0.2120 0.0445 0.0114
H 10.8729 -2.7523 -8.3900 0.0512 -0.0537 0.0473
H 11.4861 -1.1583 -7.8532 0.3430 -0.1155 -0.5013
H 9.4216 -0.3802 -7.2232 -0.4715 0.0344 0.3963
H 8.0984 -3.1424 -7.6882 0.4820 -0.2185 -0.1888
H 7.9673 -1.6341 -8.6570 0.1309 -0.2090 -0.2971
H 5.8613 -0.7732 -8.0633 0.0116 -0.1778 -0.3596
H 5.1833 -1.2024 -6.5341 0.4864 0.0338 0.5035
H 5.6331 -2.5081 -7.5896 -0.0658 -0.0230 -0.3502
H 10.5859 -1.3103 -5.4690 0.0585 0.4063 -0.0289
H 10.3584 -2.7702 -6.0064 -0.0474 -0.5887 0.3500
C -2.6570 1.9093 8.7093 0.3280 -0.1409 1.8703
C -2.7364 2.3023 7.2912 -0.9823 -1.0448 -2.6792
C -3.0232 1.0669 6.3163 1.5091 1.1787 -0.1932
O -1.8748 0.2449 6.0574 -0.5815 -0.0099 0.7450
C -2.0852 -0.6177 4.9585 -0.1209 0.0040 0.2688
N -3.8828 3.2068 6.9959 0.5790 -0.0015 0.9316
H -3.6371 1.8270 9.1791 -0.0761 0.0173 -0.0054
H -2.0546 2.6090 9.2886 -0.3784 0.5036 0.0232
H -2.1155 0.9900 8.9327 -0.1556 -0.3803 -0.6570
H -1.8136 2.8194 7.0283 -0.0365 -0.1641 -0.4312
H -3.3234 1.4907 5.3580 0.0823 0.2783 -0.2978
H -3.9316 0.5601 6.6420 0.1576 -0.6757 0.5121
H -2.2333 -0.0191 4.0596 -0.0696 -0.0797 -0.2835
H -2.9475 -1.2638 5.1231 -0.3010 0.0178 -0.0454
H -1.2390 -1.2919 4.8266 0.2138 0.3188 0.1362
H -4.7196 2.6670 7.1652 -0.3661 0.0534 0.2059
H -3.9108 3.4199 6.0090 0.1947 0.1435 -0.1391
C 5.2580 1.8423 7.0619 0.5226 -0.2139 0.6068
C 4.4948 3.1120 7.4876 -0.0358 -1.2966 0.5854
C 3.5317 2.7866 8.6592 1.1026 -0.0574 0.5247
C 4.2213 2.5146 9.9726 -0.1833 0.3489 0.2066
C 5.0481 3.7340 10.3445 -0.3864 -0.2769 -0.8069
C 6.0427 4.2181 9.2142 0.5476 -0.6652 1.4014
N 5.3835 4.2599 7.8626 -2.2283 -0.4871 3.4539
O 6.2304 4.7699 6.9326 1.2223 -0.4428 -1.5805
C 6.4575 5.6207 9.6415 0.9057 1.0231 -1.2443
C 7.2998 3.2901 9.3200 -0.7267 -0.6629 -1.1322
C 3.5845 3.4863 6.3712 0.1151 1.2682 -1.2965
H 6.3246 2.0667 7.0588 0.0058 -0.1160 -0.5830
H 4.9054 1.4324 6.1154 0.2100 0.1969 -0.1273
H 5.1567 1.0337 7.7857 -0.1178 -0.0098 0.1684
H 2.8994 3.6648 8.7898 -0.3765 -0.1562 -0.0085
H 2.9695 1.8619 8.5286 -0.3798 0.3301 -1.0756
H 4.7465 1.5597 9.9932 0.5031 0.0937 -0.3427
H 3.4177 2.3305 10.6856 0.0220 0.2983 0.4102
H 5.5274 3.5251 11.3009 0.5491 0.4250 -0.1686
H 4.3337 4.5426 10.4986 -0.0115 0.1746 0.1263
H 6.8890 5.7448 10.6347 -0.7389 -0.4668 0.3660
H 7.3017 5.9876 9.0577 0.1961 -0.2907 -0.5197
H 5.7031 6.3703 9.4024 -0.4225 -0.1344 0.5471
H 8.0331 3.4020 8.5213 0.1446 0.7790 0.0819
H 7.7845 3.3036 10.2962 -0.1169 0.2297 -0.0636
H 6.9717 2.2729 9.1060 -0.1480 -0.2761 0.5313
H 4.2061 3.5110 5.4761 -0.2327 0.5176 -0.3606
H 3.1543 4.4611 6.6007 0.0226 0.2119 -0.3166
H 2.7430 2.8367 6.1304 0.2344 -0.4648 0.5186
H 5.8656 5.6113 6.6485 -0.2075 0.1099 0.0833
C -3.3188 -7.3750 2.3932 -0.1193 -0.2512 0.4421
C -3.8312 -8.5058 1.5059 -0.4403 -1.3773 1.0483
C -3.4493 -9.9725 2.1140 -1.6007 0.9858 1.2240
C -4.4261 -10.4537 3.2687 -0.1741 0.8768 -0.8005
C -5.9106 -10.3983 2.7859 1.6964 1.0489 -0.0057
C -6.3482 -8.9906 2.2521 -0.3253 -1.1123 -1.3535
N -5.3339 -8.4075 1.3168 1.0998 -2.1662 0.1504
O -5.7823 -7.2718 0.6190 0.3673 0.1789 0.5098
C -7.6106 -9.3688 1.3706 0.5321 1.2535 0.7544
C -6.7390 -8.1079 3.4388 -0.1888 -0.0612 0.5095
C -3.0508 -8.5046 0.2158 -0.7912 0.4075 -1.7160
H -4.0145 -7.2504 3.2231 0.1403 0.2286 0.0990
H -3.2235 -6.4422 1.8375 -0.2463 0.0150 0.0115
H -2.3347 -7.6085 2.7996 0.0990 -0.0200 0.0085
H -3.3835 -10.7227 1.3259 -0.2822 0.1378 -0.1587
H -2.4459 -9.8501 2.5218 0.0511 -0.0545 -0.0059
H -4.2770 -9.8131 4.1379 -0.0729 0.3217 0.0108
H -4.2000 -11.4452 3.6611 0.1722 -0.1887 -0.4094
H -6.6081 -10.6047 3.5976 0.0643 -0.3624 -0.0391
H -5.9876 -11.1395 1.9904 -0.3166 0.0046 0.0048
H -7.3814 -10.0719 0.5699 0.2346 0.0926 0.0924
H -8.3754 -9.7986 2.0174 -0.0284 -0.0207 -0.0189
H -7.9941 -8.4391 0.9502 -0.2580 -0.1128 -0.1405
H -6.8372 -7.0430 3.2282 0.2567 -0.0626 -0.2223
H -7.6847 -8.4096 3.8891 -0.3440 -0.1774 -0.3981
H -6.0725 -8.2736 4.2853 0.5278 0.3370 -0.1433
H -3.0036 -7.5241 -0.2579 0.1525 0.2922 0.2458
H -3.5827 -9.0918 -0.5328 -0.0414 -0.3949 0.0262
H -2.0399 -8.9100 0.2592 -0.0368 0.0849 0.4781
H -5.9183 -7.6145 -0.2674 -0.1268 0.0998 -0.2042
C -0.9097 3.2778 -6.4321 -0.4403 -0.0953 -0.6220
C -1.3651 3.7242 -7.8880 0.2204 -0.9337 -0.1242
C -2.7125 2.9272 -8.3650 0.8161 2.2038 1.3645
C -3.9107 3.6403 -7.7258 0.3851 -0.3612 -0.4458
C -3.9843 5.1442 -8.0732 0.7920 -0.5887 0.3370
C -2.7081 5.9612 -7.6361 -0.2890 -0.2805 0.3653
N -1.4968 5.1936 -8.1150 -2.1745 -1.6377 -0.4784
O -0.2447 5.8166 -8.1587 -0.2960 0.5235 0.6293
C -2.6945 7.3474 -8.3078 0.0241 0.1755 0.0053
C -2.7431 6.1276 -6.0779 0.7408 -0.5808 -0.1349
C -0.2683 3.2092 -8.8386 0.3813 -0.0064 0.5249
H 0.1600 3.3686 -6.2435 0.1147 0.4772 -0.3855
H -1.0706 2.2012 -6.3750 -0.2865 -0.0908 0.1956
H -1.4046 3.7743 -5.5974 -0.2473 -0.0778 -0.2237
H -2.8132 2.9431 -9.4503 0.2914 0.0945 -0.0543
H -2.6948 1.8938 -8.0187 0.3347 0.0104 -0.0478
H -3.8487 3.4525 -6.6538 -0.1041 0.2904 0.1846
H -4.7981 3.1093 -8.0702 -0.3392 0.2757 0.0373
H -4.8625 5.5241 -7.5510 0.0736 0.4322 -0.0601
H -4.1518 5.2329 -9.1466 0.0746 0.1481 -0.0945
H -1.9326 8.0294 -7.9303 0.3151 -0.3584 0.2113
H -2.5396 7.2867 -9.3851 -0.0402 -0.2586 -0.0612
H -3.6147 7.9107 -8.1528 -0.3138 -0.3777 0.1044
H -3.4024 6.8521 -5.5998 0.1600 0.7035 -0.7502
H -3.0516 5.2407 -5.5245 0.2031 -0.5143 -0.4412
H -1.6910 6.2911 -5.8447 -0.0976 0.4021 0.5891
H -0.4664 3.5746 -9.8462 0.1283 -0.2988 -0.1020
H -0.1785 2.1245 -8.7801 -0.6646 -0.2052 -0.3661
H 0.7396 3.4746 -8.5196 -0.0606 0.6932 -0.0752
H -0.1415 5.9482 -9.1040 0.2989 0.2292 -0.0726
C -3.5224 6.6319 2.7250 -0.2039 0.2051 0.2248
C -4.4036 5.9373 1.6970 -0.2521 0.1528 -0.3392
C -3.5302 4.7993 1.0475 -2.1897 1.2069 -0.5526
C -4.3798 3.6877 0.3356 0.8009 -0.8302 0.9979
C -5.6285 3.1334 1.1010 0.6500 0.9814 -0.3366
C -6.4620 4.2863 1.7164 0.5369 0.5729 0.6539
N -5.5636 5.3281 2.4098 1.7149 -2.7316 -1.7994
O -6.3225 6.2772 3.0548 -0.7244 0.6580 0.2868
C -7.4084 4.9264 0.6468 0.1354 -0.6512 -0.0435
C -7.2926 3.6517 2.8413 -0.8725 0.2138 -0.7264
C -4.8550 7.0163 0.6464 -0.0960 -0.3129 0.2038
H -3.4118 6.0174 3.6185 -0.0921 0.0035 0.0563
H -3.9689 7.5912 2.9866 0.1413 -0.0081 0.2395
H -2.5224 6.8068 2.3282 -0.0165 0.0954 -0.1787
H -2.9515 5.3488 0.3050 0.1611 -0.2153 -0.2308
H -2.7974 4.4401 1.7702 -0.3976 -0.4494 0.1398
H -3.6103 2.9199 0.2555 -0.3371 -0.6245 -0.2699
H -4.6838 3.8684 -0.6955 0.1520 0.7358 0.0958
H -5.4272 2.3376 1.8182 0.6202 0.4805 0.4978
H -6.2631 2.5723 0.4150 -0.1717 0.3410 -0.4114
H -7.0109 4.8034 -0.3606 0.6018 0.6139 0.0196
H -8.3327 4.3675 0.5004 -0.2438 -0.1481 0.6685
H -7.6774 5.9579 0.8742 0.2113 -0.0570 -0.0643
H -7.8200 4.4266 3.3976 -0.3362 -0.2088 -0.0365
H -8.0156 3.0665 2.2731 -0.4267 -0.1190 0.4336
H -6.8322 2.9615 3.5483 0.6351 0.2755 -0.1916
H -5.5823 7.7169 1.0566 -0.4188 -0.4400 0.3018
H -5.2813 6.5400 -0.2365 -0.0115 0.0924 -0.0557
H -4.0903 7.7284 0.3361 0.6333 -0.5128 -0.0761
H -6.5354 5.7648 3.8383 -0.1878 0.6545 0.5191
```
Positions in Å, forces in eV/Å.

**Charge**: +1


Ordered HOMO level results: -8.3229, -8.9799; unit eV.